No. 1
C2H8N2O2 | ωB97M-V/def2-TZVPD

Cartesian coordinates (Å):
C  -1.627  0.822  -0.485
O  -1.603  -0.365  -0.868
H  -0.175  -1.149  -0.300
H  -1.572  1.647  -1.217
H  -2.119  1.093  0.463
H  -0.042  1.039  -0.022
N  0.447  -0.988  1.617
C  1.047  0.403  -0.157
O  1.376  0.545  -1.480
N  0.729  -0.916  0.197
H  0.732  0.053  -2.011
H  -0.292  -1.681  1.736
H  1.290  -1.357  2.052
H  1.810  0.854  0.475

As for the total charge: 0. As for the SMILES: NNCO.C=O. The maximum force is 2.37 eV Å⁻¹. The value obtained for the gap between HOMO and LUMO is 9.198 eV. The molar mass is 92.1 g/mol. As for the HOMO energy: -8.70 eV. For the energy above the lowest of the compared OMol25 structures with the same formula, charge and spin, the calculation gives 93.3 kcal per mole.



No. 2
C2H8N2O2 | ωB97M-V/def2-TZVPD

Cartesian coordinates (Å):
N  -2.038  -0.374  -0.638
C  -1.196  -1.064  0.299
O  -0.649  -0.094  1.242
H  -1.498  -0.119  -1.455
H  -2.893  -0.816  -0.929
H  -0.330  -1.527  -0.184
H  -1.616  -1.874  0.987
H  -0.951  0.706  0.784
C  1.806  1.059  -0.675
N  1.800  0.903  0.689
O  1.023  0.503  -1.416
H  2.682  1.643  -0.951
H  1.233  0.091  0.979
H  2.627  0.963  1.268

As for the total charge: 0. As for the SMILES: NC=O.NCO. The maximum force is 2.07 eV Å⁻¹. The value obtained for the gap between HOMO and LUMO is 10.806 eV. The molar mass is 92.1 g/mol. As for the HOMO energy: -9.78 eV. For the energy above the lowest of the compared OMol25 structures with the same formula, charge and spin, the calculation gives 29.4 kcal per mole.



No. 3
C2H8N2O2 | ωB97M-V/def2-TZVPD

Cartesian coordinates (Å):
O  -0.374  0.347  -3.009
C  -1.201  -0.272  -2.392
N  -1.632  -0.019  -1.116
C  -0.674  0.440  -0.132
N  0.716  -0.167  -0.267
H  -1.570  -1.231  -2.825
H  -2.544  -0.420  -1.038
H  -0.870  0.070  0.867
H  -0.477  1.509  -0.177
H  0.521  -1.156  -0.430
H  1.009  0.173  -1.189
H  2.943  0.390  4.878
H  1.686  -0.361  5.146
O  2.564  -0.228  5.528

As for the total charge: 0. As for the SMILES: NCNC=O.O. The maximum force is 2.32 eV Å⁻¹. The value obtained for the gap between HOMO and LUMO is 10.698 eV. The molar mass is 92.1 g/mol. As for the HOMO energy: -10.09 eV. For the energy above the lowest of the compared OMol25 structures with the same formula, charge and spin, the calculation gives 39.8 kcal per mole.



No. 4
C2H8N2O2 | ωB97M-V/def2-TZVPD

Cartesian coordinates (Å):
C  0.117  0.315  -0.677
C  0.617  0.073  0.624
N  1.285  -1.167  -0.455
N  -0.890  1.675  0.662
O  0.783  -2.494  -0.372
O  -2.153  0.936  0.706
H  0.203  -2.605  -1.140
H  -2.420  1.034  1.628
H  2.214  -1.135  -0.880
H  -1.064  2.366  -0.072
H  -0.795  -0.159  -1.013
H  0.635  0.998  -1.337
H  1.455  0.644  0.997
H  0.012  -0.479  1.328

As for the total charge: 0. The maximum force is 2.71 eV Å⁻¹. The value obtained for the gap between HOMO and LUMO is 7.958 eV. The molar mass is 92.1 g/mol. As for the HOMO energy: -7.12 eV. For the energy above the lowest of the compared OMol25 structures with the same formula, charge and spin, the calculation gives 211.1 kcal per mole.



No. 5
C2H8N2O2 | ωB97M-V/def2-TZVPD

Cartesian coordinates (Å):
C  1.129  -0.443  -0.202
C  1.383  1.015  0.176
N  -1.195  -0.684  0.325
N  -0.250  -0.406  -0.739
O  -1.482  0.594  0.884
O  -2.370  -1.144  -0.255
H  -1.155  0.580  1.798
H  -2.755  -0.432  -0.800
H  -0.399  -1.146  -1.422
H  1.222  -1.113  0.661
H  1.771  -0.749  -1.031
H  1.007  1.240  1.172
H  2.441  1.256  0.092
H  0.653  1.430  -0.660

As for the total charge: 0. As for the SMILES: CCNN(O)O. The maximum force is 2.94 eV Å⁻¹. The value obtained for the gap between HOMO and LUMO is 10.084 eV. The molar mass is 92.1 g/mol. As for the HOMO energy: -9.02 eV. For the energy above the lowest of the compared OMol25 structures with the same formula, charge and spin, the calculation gives 121.7 kcal per mole.



No. 6
C2H8N2O2 | ωB97M-V/def2-TZVPD

Cartesian coordinates (Å):
C  1.546  -0.961  -0.085
C  0.812  0.331  -0.155
O  0.611  0.771  -1.399
N  0.646  1.184  0.862
H  0.171  1.633  -1.353
H  0.998  0.804  1.732
H  2.620  -0.785  -0.202
H  1.221  -1.615  -0.892
H  1.364  -1.446  0.871
N  -2.634  -0.112  0.029
O  -1.309  0.094  0.429
H  -0.488  1.175  0.915
H  -2.686  0.011  -0.983
H  -2.871  -1.083  0.229

As for the total charge: 0. The maximum force is 0.49 eV Å⁻¹. The value obtained for the gap between HOMO and LUMO is 8.150 eV. The molar mass is 92.1 g/mol. As for the HOMO energy: -7.42 eV. For the energy above the lowest of the compared OMol25 structures with the same formula, charge and spin, the calculation gives 99.7 kcal per mole.



No. 7
C2H8N2O2 | ωB97M-V/def2-TZVPD

Cartesian coordinates (Å):
O  0.608  -0.569  -2.250
C  0.927  -1.140  -1.228
N  1.003  -0.570  0.003
C  0.647  0.826  0.214
N  -0.663  1.191  -0.327
H  1.301  -2.176  -1.243
H  0.822  -1.174  0.791
H  1.428  1.389  -0.308
H  0.671  1.020  1.280
H  -0.655  2.196  -0.409
H  -0.994  0.717  -1.148
H  -1.632  0.016  0.993
H  -2.108  -0.985  2.089
O  -1.356  -0.740  1.545

As for the total charge: 0. As for the SMILES: NCNC=O.O. The maximum force is 1.60 eV Å⁻¹. The value obtained for the gap between HOMO and LUMO is 10.299 eV. The molar mass is 92.1 g/mol. As for the HOMO energy: -9.45 eV. For the energy above the lowest of the compared OMol25 structures with the same formula, charge and spin, the calculation gives 19.3 kcal per mole.



No. 8
C2H8N2O2 | ωB97M-V/def2-TZVPD

Cartesian coordinates (Å):
C  0.817  -0.116  -0.215
C  -1.074  -0.364  1.151
N  -0.400  -0.560  -0.121
N  1.687  0.118  0.818
O  -1.399  0.954  -1.966
O  1.533  -0.637  -1.238
H  -1.643  0.080  -1.594
H  0.901  -1.017  -1.870
H  -0.595  1.400  -1.446
H  2.614  0.361  0.489
H  1.349  0.749  1.530
H  -2.079  -0.789  1.098
H  -0.545  -0.877  1.963
H  -1.166  0.698  1.400

As for the total charge: 0. As for the SMILES: C/N=C(\N)O.O. The maximum force is 5.24 eV Å⁻¹. The value obtained for the gap between HOMO and LUMO is 9.684 eV. The molar mass is 92.1 g/mol. As for the HOMO energy: -9.20 eV. For the energy above the lowest of the compared OMol25 structures with the same formula, charge and spin, the calculation gives 43.5 kcal per mole.



No. 9
C2H8N2O3 | ωB97M-V/def2-TZVPD

Cartesian coordinates (Å):
C  2.461  -0.281  0.735
C  1.111  0.185  0.265
N  -0.225  0.504  -1.645
N  -2.386  0.022  0.467
O  0.231  0.584  1.007
O  1.002  0.065  -1.043
O  -2.256  -0.869  -0.572
H  3.030  -0.676  -0.101
H  2.991  0.558  1.182
H  2.329  -1.044  1.498
H  -0.067  0.354  -2.637
H  -1.004  -0.156  -1.340
H  -1.419  0.339  0.764
H  -2.869  -0.428  1.259
H  -2.928  0.844  0.159

As for the total charge: 0. As for the SMILES: [NH3+][O-].CC(=O)ON. The maximum force is 0.71 eV Å⁻¹. The value obtained for the gap between HOMO and LUMO is 9.624 eV. The molar mass is 108.1 g/mol. As for the HOMO energy: -8.81 eV. For the energy above the lowest of the compared OMol25 structures with the same formula, charge and spin, the calculation gives 88.4 kcal per mole.



No. 10
C2H8N2O3P | ωB97M-V/def2-TZVPD

Cartesian coordinates (Å):
C  -1.183  0.828  0.508
C  -0.039  0.766  -0.398
N  0.922  -2.587  -0.082
N  -2.469  1.289  0.000
O  0.902  1.875  -0.420
O  2.058  0.403  1.468
O  2.558  -0.138  -1.023
P  1.624  0.431  0.049
H  -1.298  -0.194  0.978
H  -0.880  1.550  1.426
H  -0.325  0.283  -1.251
H  0.280  -3.166  -0.734
H  1.369  -1.912  -0.722
H  1.623  -3.196  0.187
H  -2.824  1.840  0.763
H  -2.319  1.928  -0.748

As for the total charge: -1. The maximum force is 4.37 eV Å⁻¹. The value obtained for the gap between HOMO and LUMO is 8.805 eV. The molar mass is 139.1 g/mol. As for the HOMO energy: -4.83 eV. For the energy above the lowest of the compared OMol25 structures with the same formula, charge and spin, the calculation gives 42.8 kcal per mole.



No. 11
C2H8N2O4 | ωB97M-V/def2-TZVPD

Cartesian coordinates (Å):
O  -1.215  2.742  0.094
C  -1.881  1.731  0.074
N  -1.216  0.485  -0.082
C  0.147  0.298  -0.139
N  0.983  1.347  0.153
O  0.627  -0.797  -0.514
H  -2.906  1.760  0.177
H  -1.845  -0.406  -0.147
H  0.691  2.284  0.465
H  1.997  1.282  0.235
H  2.480  -1.559  1.526
H  3.382  -0.857  0.525
O  3.032  -0.840  1.486
H  -1.859  -2.924  -1.764
H  -0.772  -2.164  -1.059
O  -1.645  -2.380  -1.028

As for the total charge: 0. As for the SMILES: NC(=O)NC=O.O.O. The maximum force is 4.96 eV Å⁻¹. The value obtained for the gap between HOMO and LUMO is 10.895 eV. The molar mass is 124.1 g/mol. As for the HOMO energy: -10.21 eV. For the energy above the lowest of the compared OMol25 structures with the same formula, charge and spin, the calculation gives 28.8 kcal per mole.



No. 12
C2H8N2O4 | ωB97M-V/def2-TZVPD

Cartesian coordinates (Å):
C  0.571  -1.661  -1.621
O  -0.125  -1.543  -0.383
H  -0.909  -0.090  -0.114
H  1.302  -0.854  -1.726
H  -0.172  -1.593  -2.415
H  1.085  -2.625  -1.678
N  1.150  0.737  1.111
C  -1.151  1.055  0.322
N  -1.813  1.059  1.489
O  1.704  1.235  -0.054
O  1.574  -0.369  1.390
O  -0.834  2.055  -0.291
H  1.070  1.934  -0.333
H  0.544  -1.477  0.368
H  -1.978  1.930  1.967
H  -2.017  0.206  1.970

As for the total charge: 0. As for the SMILES: NC=O.O=NO.CO. The maximum force is 3.40 eV Å⁻¹. The value obtained for the gap between HOMO and LUMO is 8.879 eV. The molar mass is 124.1 g/mol. As for the HOMO energy: -9.39 eV. For the energy above the lowest of the compared OMol25 structures with the same formula, charge and spin, the calculation gives 122.3 kcal per mole.



The calculated total energy results, record by record, are as follows: -340.88179; -340.98352; -340.96698; -340.69404; -340.83653; -340.87150; -340.99964; -340.96109; -416.11768; -757.67641; -491.50346; -491.35442 a.u..